Arrangement i

This record from the OMol25 dataset describes one molecule with the formula C2H4N2S. The level of theory is the ωB97M-V functional and the def2-TZVPD basis.

Each line ends with the natural charge from an NBO analysis.
CARTESIAN COORDINATES (ANGSTROEM)
C1 -0.611 0.416 -0.375  -0.314
C2 0.433 -0.708 -0.436  -0.093
N1 -0.678 0.561 1.023  -0.671
N2 1.668 -0.421 0.119  -0.704
S1 0.654 -0.849 1.327  0.811
H1 -0.351 1.251 -0.976  0.204
H2 -1.508 0.191 -0.902  0.204
H3 0.305 -1.618 -1.075  0.216
H4 0.089 1.176 1.296  0.346

Values from the calculation:
HOMO level: -8.97 eV
Kohn-Sham gap: 8.9 eV

---

Arrangement ii

This record from the OMol25 dataset describes one molecule with the formula C2H4N2S. The level of theory is the ωB97M-V functional and the def2-TZVPD basis.

Each line ends with the natural charge from an NBO analysis.
CARTESIAN COORDINATES (ANGSTROEM)
C1 -1.340 0.998 -0.066  -0.074
N1 -0.131 1.384 0.007  -0.202
N2 0.828 0.456 0.111  -0.430
C2 0.531 -1.133 0.027  -0.343
S1 -1.304 -0.993 -0.002  0.057
H1 -2.093 1.679 0.306  0.229
H2 1.665 0.641 -0.329  0.368
H3 0.987 -1.504 -0.915  0.205
H4 0.857 -1.528 0.863  0.190

Values from the calculation:
HOMO level: -8.38 eV
structure (SMILES): C1=NNCS1
Kohn-Sham gap: 9.3 eV

---

Arrangement iii

This record from the OMol25 dataset describes one molecule with the formula C2H4N2S. The level of theory is the ωB97M-V functional and the def2-TZVPD basis.

Each line ends with the natural charge from an NBO analysis.
CARTESIAN COORDINATES (ANGSTROEM)
C1 0.248 1.085 1.056  -0.728
S1 0.135 1.106 -0.760  0.402
N1 0.279 -0.627 -0.958  -0.810
C2 -0.809 -1.550 -0.952  0.401
N2 -1.569 -2.346 -0.670  -0.356
H1 0.106 2.083 1.149  0.211
H2 1.298 0.704 1.244  0.235
H3 -0.631 0.484 1.492  0.239
H4 0.945 -0.940 -1.602  0.405

Values from the calculation:
HOMO level: -9.53 eV
structure (SMILES): CSNC#N
Kohn-Sham gap: 10.0 eV

---

Which of them is the most stable, and which is the least stable? arrangement iii and arrangement i, in that order.

---

Arrangement i

This record from the OMol25 dataset describes one molecule with the formula C2H4O2Si. The level of theory is the ωB97M-V functional and the def2-TZVPD basis.

Each line ends with the natural charge from an NBO analysis.
CARTESIAN COORDINATES (ANGSTROEM)
C1 -0.184 -0.006 0.761  -0.099
C2 0.358 0.606 -0.532  -0.061
O1 -0.697 -1.259 0.382  -0.977
O2 1.182 -0.022 -1.305  -0.786
Si1 -0.525 -2.502 -0.637  1.308
H1 -1.021 0.687 1.207  0.197
H2 0.618 -0.212 1.566  0.186
H3 0.836 1.664 -0.339  0.150
H4 -0.566 1.045 -1.104  0.081

Values from the calculation:
HOMO level (spin up / spin down): -7.39 / -7.39 eV
Kohn-Sham gap (spin up / spin down): 6.0 / 6.0 eV

---

Arrangement ii

This record from the OMol25 dataset describes a 2-piece molecular cluster, C2H4O2Si overall. The level of theory is the ωB97M-V functional and the def2-TZVPD basis.

Each line ends with the natural charge from an NBO analysis.
CARTESIAN COORDINATES (ANGSTROEM)
O1 0.734 0.991 -1.415  -1.154
Si1 0.533 -0.423 -0.954  1.948
C1 -0.207 -2.000 -0.464  -0.666
C2 1.040 -2.242 -1.031  -0.593
H1 -1.027 -2.700 -0.285  0.226
H2 1.405 -3.331 -1.363  0.237
O2 -0.143 2.959 0.854  -0.947
H3 -1.049 3.156 1.225  0.467
H4 -0.151 3.149 -0.065  0.481

Values from the calculation:
HOMO level: -10.10 eV
structure (SMILES): O=[si]1cc1.O
Kohn-Sham gap: 10.0 eV

---

Which of them is the most stable, and which is the least stable? arrangement ii and arrangement i, in that order.

---

Arrangement i

This record from the OMol25 dataset describes one molecule with the formula C5H4N2O3. The level of theory is the ωB97M-V functional and the def2-TZVPD basis.

Each line ends with the natural charge from an NBO analysis.
CARTESIAN COORDINATES (ANGSTROEM)
O1 -1.572 2.025 -2.742  -0.497
C1 -1.740 1.821 -1.582  0.419
C2 -0.959 0.919 -0.630  -0.032
C3 0.327 0.369 -0.753  -0.223
C4 0.488 -0.488 0.335  -0.029
C5 1.597 -1.232 0.926  0.757
O2 2.772 -1.029 0.630  -0.554
O3 1.129 -2.021 1.932  -0.681
N1 -0.707 -0.408 0.972  -0.260
N2 -1.612 0.384 0.468  -0.195
H1 -2.489 2.460 -1.118  0.119
H2 0.995 0.623 -1.522  0.250
H3 1.907 -2.232 2.464  0.505
H4 -1.082 -0.813 1.762  0.421

Values from the calculation:
HOMO level: -10.15 eV
structure (SMILES): O=Cc1cc(C(=O)O)[nH]n1
Kohn-Sham gap: 10.2 eV

---

Arrangement ii

This record from the OMol25 dataset describes one molecule with the formula C5H4N2O3. The level of theory is the ωB97M-V functional and the def2-TZVPD basis.

Each line ends with the natural charge from an NBO analysis.
CARTESIAN COORDINATES (ANGSTROEM)
O1 -2.893 0.345 0.565  -0.571
C1 -1.809 0.086 0.158  0.669
C2 -0.793 1.070 -0.458  -0.522
C3 0.519 0.524 -0.164  0.019
N1 1.715 1.165 0.146  -0.423
C4 2.521 0.194 0.435  0.327
O2 2.056 -1.068 0.241  -0.393
C5 0.790 -0.801 -0.171  0.484
O3 -0.190 -1.866 -0.309  -0.314
N2 -1.438 -1.231 0.137  -0.358
H1 -0.809 1.977 0.023  0.248
H2 -0.889 1.103 -1.470  0.242
H3 3.484 0.263 0.729  0.185
H4 -2.264 -1.762 0.140  0.405

Values from the calculation:
HOMO level: -9.28 eV
structure (SMILES): O=C1Cc2ncoc2ON1
Kohn-Sham gap: 9.9 eV

---

Which of them is the most stable, and which is the least stable? arrangement i and arrangement ii, in that order.